The following is a quantum chemistry calculation of a 7-piece molecular cluster, C39H88N10O7 overall, from OMol25.

Each line ends with the Mulliken charge.
Positions of all 144 atoms, in Å:
C: 4.115 -0.862 2.793  -2.167
C: 3.310 -1.651 1.753  2.203
C: 1.870 -1.127 1.807  -0.757
C: 3.944 -1.356 0.402  -1.401
C: 3.586 -2.409 -0.637  0.450
C: 3.910 -3.815 -0.185  -1.223
C: 3.192 -4.180 1.128  1.666
C: 1.710 -4.475 0.838  -1.479
C: 3.898 -5.394 1.705  -1.960
N: 3.361 -3.069 2.063  0.251
O: 2.988 -3.382 3.376  -0.502
H: 4.161 0.201 2.549  0.344
H: 3.675 -0.911 3.792  0.205
H: 5.125 -1.271 2.858  0.575
H: 1.732 -0.051 1.678  0.460
H: 1.196 -1.663 1.138  -0.932
H: 1.424 -1.269 2.804  0.148
H: 3.567 -0.418 -0.015  0.504
H: 5.031 -1.287 0.474  0.367
H: 2.513 -2.331 -0.874  -0.491
H: 4.027 -2.188 -1.616  0.482
H: 4.976 -4.009 -0.064  0.352
H: 3.536 -4.468 -0.980  0.341
H: 1.629 -5.058 -0.079  0.171
H: 1.022 -3.633 0.811  0.318
H: 1.306 -5.095 1.649  0.489
H: 3.877 -6.238 1.013  0.361
H: 3.526 -5.686 2.686  0.376
H: 4.945 -5.125 1.865  0.477
H: 2.084 -3.053 3.503  0.375
C: -3.645 -5.443 -3.405  -1.910
C: -2.302 -5.062 -2.811  1.970
C: -2.432 -3.809 -1.941  -1.635
C: -1.889 -6.244 -1.915  -1.635
C: -0.394 -6.386 -1.669  0.044
C: 0.445 -6.227 -2.933  -1.350
C: 0.069 -5.044 -3.821  2.045
C: 0.763 -3.789 -3.241  -1.418
C: 0.715 -5.313 -5.173  -2.138
N: -1.363 -4.891 -3.924  0.142
O: -1.671 -3.702 -4.633  -0.464
H: -3.707 -6.453 -3.811  0.410
H: -4.469 -5.419 -2.673  0.378
H: -4.070 -4.753 -4.146  0.386
H: -1.452 -3.442 -1.631  0.041
H: -2.883 -2.993 -2.514  0.391
H: -3.077 -3.952 -1.076  0.462
H: -2.314 -6.102 -0.915  0.458
H: -2.346 -7.188 -2.220  0.429
H: -0.078 -5.536 -1.055  -0.309
H: -0.100 -7.292 -1.144  0.480
H: 0.571 -7.176 -3.470  0.470
H: 1.487 -6.094 -2.607  0.295
H: 0.784 -3.740 -2.146  -0.248
H: 0.253 -2.881 -3.573  0.469
H: 1.816 -3.737 -3.529  0.563
H: 0.261 -6.112 -5.759  0.466
H: 1.781 -5.512 -5.049  0.406
H: 0.707 -4.413 -5.805  0.393
H: -2.093 -4.027 -5.435  0.373
C: -0.729 0.515 3.935  -0.494
C: -0.930 1.518 5.097  2.201
C: -2.411 1.610 5.473  -2.326
C: -0.169 1.018 6.322  -1.216
C: 1.344 1.197 6.230  -0.017
C: 1.692 2.634 5.909  -1.516
C: 0.969 3.180 4.687  1.897
C: 1.131 4.697 4.664  -1.807
C: 1.609 2.630 3.345  -0.908
N: -0.445 2.869 4.808  0.156
O: -1.240 3.593 3.893  -0.197
H: -0.897 1.040 2.995  -0.609
H: 0.324 0.229 3.940  -0.473
H: -1.392 -0.338 4.047  0.594
H: -2.488 2.154 6.414  0.438
H: -3.029 2.101 4.717  0.587
H: -2.851 0.612 5.513  0.380
H: -0.543 1.383 7.276  0.342
H: -0.327 -0.070 6.292  0.435
H: 1.750 0.892 7.200  0.457
H: 1.824 0.503 5.535  -0.193
H: 2.773 2.700 5.728  0.385
H: 1.526 3.327 6.740  0.419
H: 2.146 5.029 4.887  0.428
H: 0.492 5.194 5.401  0.436
H: 0.824 5.079 3.692  0.291
H: 2.289 3.405 2.999  0.571
H: 0.859 2.337 2.623  -0.612
H: 2.198 1.760 3.652  0.279
H: -1.945 3.975 4.424  0.307
C: -1.034 6.481 0.154  -1.902
C: -0.796 5.016 -0.212  1.875
C: 0.287 4.436 0.671  -1.344
C: -2.095 4.232 0.043  0.197
C: -3.171 4.550 -0.951  -1.202
C: -2.790 4.393 -2.411  -1.076
C: -1.422 5.039 -2.768  1.530
C: -0.847 4.291 -3.970  -2.198
C: -1.693 6.495 -3.194  -1.892
N: -0.495 4.945 -1.649  0.938
O: 0.788 5.451 -1.963  -0.622
H: -0.129 7.098 0.127  0.443
H: -1.746 7.014 -0.478  0.314
H: -1.455 6.629 1.159  0.337
H: 1.247 4.901 0.428  0.595
H: 0.042 4.675 1.704  -0.063
H: 0.402 3.355 0.577  -0.075
H: -1.857 3.200 0.295  -0.611
H: -2.417 4.609 1.023  0.539
H: -4.094 3.981 -0.757  0.391
H: -3.612 5.537 -0.751  0.483
H: -3.547 4.916 -2.994  0.483
H: -2.720 3.342 -2.694  0.353
H: -1.399 4.585 -4.868  0.372
H: -0.947 3.219 -3.823  0.358
H: 0.189 4.549 -4.194  0.469
H: -2.256 6.454 -4.135  0.517
H: -0.777 7.051 -3.408  0.385
H: -2.316 7.108 -2.543  0.367
H: 1.328 4.659 -2.074  0.312
N: -3.351 1.105 1.900  -0.025
C: -4.674 0.873 1.622  0.519
N: -4.905 0.589 0.297  -0.332
O: -5.568 1.022 2.450  -0.717
H: -3.045 1.258 2.838  0.110
H: -2.702 1.225 1.129  0.127
H: -4.171 0.248 -0.297  0.166
H: -5.835 0.563 -0.072  0.206
N: 0.545 1.835 -6.544  -0.374
C: 0.931 0.991 -5.538  0.599
N: 1.158 -0.313 -5.913  -0.375
O: 1.105 1.396 -4.394  -0.727
H: 0.303 1.497 -7.456  0.166
H: 0.576 2.817 -6.340  0.239
H: 1.605 -0.896 -5.230  0.221
H: 1.296 -0.480 -6.893  0.182
N: -0.298 1.707 -1.857  -0.061
C: -0.690 0.806 -0.924  0.100
N: -0.239 -0.473 -1.143  0.014
O: -1.168 1.136 0.167  -0.587
H: -0.423 2.687 -1.621  0.098
H: 0.245 1.408 -2.654  0.081
H: 0.047 -0.780 -2.057  -0.117
H: -0.368 -1.195 -0.459  0.010

Calculated values
Total energy = -2612.956104 a.u.
F_max = 2.5 eV Å⁻¹
SMILES = CC1(C)CCCC(C)(C)N1O.CC1(C)CCCC(C)(C)N1O.CC1(C)CCCC(C)(C)N1O.CC1(C)CCCC(C)(C)N1O.NC(N)=O.NC(N)=O.NC(N)=O
Frontier orbital gap = 7.93 eV
Energy above the lowest of the compared OMol25 structures with the same formula, charge and spin = 24.2 kcal per mole
HOMO energy = -7.821 eV
Spin multiplicity = 1